[1]
{
  "formula": "C25H31IN5NiO2PS3",
  "method": "the ωB97M-V functional and the def2-TZVPD basis",
  "lumo_ha": [0.0211, 0.0083],
  "homo_lumo_gap_ev": [8.0, 7.8],
  "multiplicity": 3,
  "e_above_lowest_kcal_mol": 0.0,
  "symbols": ["Ni", "I", "C", "C", "C", "C", "C", "C", "C", "C", "C", "C", "H", "H", "H", "H", "H", "H", "C", "N", "C", "S", "N", "C", "H", "H", "H", "H", "H", "H", "H", "H", "C", "P", "C", "C", "H", "H", "H", "H", "H", "H", "H", "H", "H", "N", "C", "C", "C", "C", "C", "C", "S", "O", "O", "N", "C", "S", "C", "C", "N", "H", "H", "H", "H", "H", "H", "H", "H"],
  "positions_angstrom": [[1.067, -0.897, 1.218], [2.137, -0.492, 3.658], [0.817, -1.894, 4.448], [0.752, -2.029, 5.804], [-0.109, -2.999, 6.359], [-0.849, -3.789, 5.533], [-0.782, -3.649, 4.124], [-1.565, -4.485, 3.294], [-1.512, -4.331, 1.944], [-0.687, -3.336, 1.375], [0.113, -2.482, 2.101], [0.061, -2.669, 3.527], [1.354, -1.407, 6.450], [-0.169, -3.109, 7.433], [-1.509, -4.544, 5.942], [-2.198, -5.236, 3.751], [-2.107, -4.964, 1.298], [-0.723, -3.257, 0.296], [2.378, 2.789, 1.556], [2.919, 2.725, 0.213], [3.430, 1.611, -0.320], [3.469, 0.107, 0.486], [4.021, 1.724, -1.514], [4.197, 2.964, -2.245], [2.240, 3.837, 1.813], [3.088, 2.341, 2.249], [1.422, 2.275, 1.641], [2.591, 3.428, -0.436], [4.265, 0.856, -1.955], [4.646, 3.713, -1.591], [3.252, 3.333, -2.642], [4.879, 2.776, -3.070], [1.654, -0.624, -2.445], [0.799, -1.448, -1.065], [1.371, -3.163, -1.366], [-0.937, -1.395, -1.638], [1.281, -1.042, -3.383], [2.721, -0.828, -2.368], [1.485, 0.449, -2.421], [1.069, -3.508, -2.356], [1.009, -3.853, -0.608], [2.462, -3.153, -1.319], [-1.136, -2.185, -2.364], [-1.106, -0.424, -2.107], [-1.624, -1.482, -0.799], [-4.729, 1.351, -4.987], [-3.664, 1.684, -4.168], [-2.356, 1.358, -4.535], [-1.291, 1.730, -3.736], [-1.510, 2.432, -2.558], [-2.806, 2.779, -2.195], [-3.872, 2.408, -2.992], [-0.143, 2.804, -1.507], [1.027, 2.811, -2.362], [-0.446, 4.032, -0.800], [0.032, 1.573, -0.522], [-0.615, 1.497, 0.642], [-1.544, 2.758, 1.434], [-1.877, 1.689, 2.753], [-1.261, 0.512, 2.560], [-0.557, 0.395, 1.382], [-4.570, 0.615, -5.654], [-5.637, 1.318, -4.556], [-2.177, 0.819, -5.457], [-0.277, 1.484, -4.024], [-2.979, 3.359, -1.304], [-4.879, 2.694, -2.713], [-2.500, 1.983, 3.579], [-1.309, -0.343, 3.219]],
  "forces_ev_per_angstrom": [[-0.41, -0.03, -0.28], [0.17, 0.14, 0.18], [0.00, 0.00, 0.03], [-0.05, -0.05, -0.02], [0.01, 0.02, -0.02], [0.03, 0.02, 0.00], [-0.06, -0.05, -0.01], [0.03, 0.03, 0.01], [-0.01, -0.02, 0.02], [-0.02, 0.08, -0.08], [0.07, 0.02, 0.17], [0.00, -0.04, 0.01], [0.02, 0.02, 0.01], [0.00, 0.00, 0.01], [-0.02, -0.02, 0.01], [-0.02, -0.01, 0.01], [-0.01, -0.01, -0.02], [-0.04, 0.03, 0.02], [0.02, 0.02, 0.08], [-0.02, -0.08, -0.07], [0.01, 0.07, 0.04], [0.00, 0.00, 0.08], [-0.17, -0.06, -0.04], [0.00, 0.01, -0.04], [-0.03, 0.00, 0.00], [-0.02, 0.03, 0.00], [0.06, -0.02, 0.03], [0.08, 0.01, -0.03], [0.07, -0.01, 0.04], [-0.01, 0.03, -0.01], [-0.01, 0.03, 0.02], [0.01, 0.01, 0.00], [0.02, -0.08, -0.01], [-0.08, -0.11, -0.05], [0.00, 0.02, -0.10], [0.02, 0.00, 0.01], [0.02, 0.03, -0.02], [0.01, 0.00, 0.01], [-0.01, 0.09, 0.03], [0.01, -0.02, 0.00], [0.01, 0.01, -0.02], [0.01, -0.01, 0.02], [-0.01, 0.00, -0.02], [0.00, -0.04, 0.04], [0.00, -0.04, 0.03], [-0.03, 0.01, -0.08], [0.01, 0.00, 0.02], [0.03, 0.00, 0.00], [0.00, -0.03, 0.01], [-0.03, -0.07, 0.00], [0.03, -0.01, -0.07], [0.02, 0.01, 0.01], [0.16, 0.25, 0.11], [0.07, 0.00, -0.07], [-0.06, -0.07, -0.05], [0.01, -0.13, -0.14], [-0.24, 0.02, 0.09], [-0.17, 0.04, -0.06], [0.05, 0.00, -0.04], [-0.17, -0.10, -0.05], [0.61, 0.02, 0.02], [-0.01, -0.01, 0.02], [0.01, -0.01, 0.01], [0.00, -0.01, -0.02], [0.01, 0.00, -0.01], [0.02, 0.05, 0.16], [-0.01, 0.00, 0.01], [-0.01, 0.03, 0.04], [0.05, 0.02, 0.02]]
}

[2]
{
  "formula": "C25H31N2O3PtS",
  "method": "the ωB97M-V functional and the def2-TZVPD basis",
  "total_charge": 1,
  "lumo_ha": [-0.0810, -0.2177],
  "homo_lumo_gap_ev": [9.2, 6.1],
  "multiplicity": 5,
  "e_above_lowest_kcal_mol": 9.5,
  "symbols": ["Pt", "O", "C", "O", "C", "C", "C", "C", "C", "C", "S", "H", "H", "H", "H", "N", "C", "N", "C", "C", "C", "C", "C", "H", "H", "H", "H", "H", "H", "H", "H", "H", "H", "C", "C", "C", "C", "C", "C", "C", "C", "C", "C", "C", "C", "O", "H", "H", "H", "H", "H", "H", "H", "H", "H", "H", "H", "H", "H", "H", "H", "H", "H"],
  "positions_angstrom": [[0.444, 0.020, 0.263], [-2.994, 1.741, 1.016], [-1.795, 1.918, 1.079], [-0.916, 1.603, 0.185], [-1.242, 2.617, 2.317], [-2.115, 3.403, 3.048], [-1.708, 4.026, 4.222], [-0.409, 3.845, 4.694], [0.479, 3.077, 3.979], [0.086, 2.456, 2.771], [1.350, 1.597, 1.986], [-3.121, 3.528, 2.672], [-2.405, 4.648, 4.768], [-0.088, 4.314, 5.615], [1.496, 2.937, 4.323], [1.898, -0.917, -0.856], [2.961, -0.985, -1.312], [4.129, -1.071, -1.865], [5.324, -0.638, -1.120], [6.011, -1.851, -0.494], [6.310, -2.900, -1.570], [5.033, -3.297, -2.316], [4.388, -2.057, -2.929], [5.030, 0.097, -0.372], [5.998, -0.161, -1.834], [5.365, -2.278, 0.278], [6.935, -1.523, -0.016], [6.769, -3.779, -1.119], [7.028, -2.486, -2.284], [4.325, -3.767, -1.627], [5.257, -4.014, -3.106], [3.455, -2.284, -3.441], [5.071, -1.592, -3.642], [-3.515, -2.592, 2.917], [-2.806, -1.390, 2.258], [-2.604, -1.689, 0.774], [-1.614, -1.057, 3.143], [-1.904, -0.541, 4.390], [-0.938, -0.416, 5.380], [0.366, -0.881, 5.160], [0.752, -1.383, 3.946], [2.109, -2.049, 3.815], [1.880, -3.570, 3.802], [2.986, -1.639, 2.625], [-0.218, -1.383, 2.853], [0.174, -1.708, 1.692], [-4.355, -2.909, 2.300], [-3.889, -2.335, 3.908], [-2.829, -3.436, 3.021], [-3.483, -0.534, 2.323], [-1.975, -2.562, 0.617], [-2.182, -0.842, 0.236], [-3.581, -1.887, 0.333], [-2.924, -0.249, 4.609], [-1.212, -0.011, 6.345], [1.084, -0.853, 5.971], [2.661, -1.792, 4.723], [1.251, -3.846, 2.955], [1.396, -3.898, 4.722], [2.834, -4.092, 3.713], [2.619, -2.071, 1.699], [4.001, -2.000, 2.798], [3.028, -0.554, 2.519]],
  "forces_ev_per_angstrom": [[-0.54, 1.49, 0.10], [0.31, -0.04, -0.17], [-0.36, 0.32, 0.75], [0.11, -0.74, -0.53], [-0.33, -0.33, -0.13], [0.09, -0.03, -0.11], [0.08, -0.04, -0.02], [0.08, 0.02, 0.15], [0.11, 0.11, 0.06], [0.29, -0.08, -0.19], [-0.33, -0.41, -0.09], [-0.02, -0.07, 0.01], [0.01, 0.00, 0.01], [-0.03, 0.01, -0.02], [-0.02, 0.04, 0.03], [0.58, -0.09, 0.34], [-0.39, -0.23, -0.07], [0.20, 0.23, -0.22], [0.18, -0.19, 0.29], [0.05, 0.04, -0.20], [-0.17, -0.02, 0.11], [0.13, 0.16, -0.08], [-0.03, -0.40, 0.05], [-0.03, 0.02, -0.04], [-0.09, 0.08, -0.03], [0.00, 0.02, 0.02], [-0.02, 0.00, 0.05], [0.03, 0.01, -0.01], [0.04, -0.04, 0.00], [-0.01, -0.04, -0.02], [-0.03, -0.01, 0.01], [-0.02, 0.05, 0.02], [-0.07, 0.08, -0.01], [0.04, 0.03, 0.05], [-0.01, -0.14, -0.06], [0.22, 0.11, 0.08], [-0.22, 0.12, -0.11], [-0.03, 0.21, -0.12], [-0.13, 0.02, -0.05], [0.31, 0.07, -0.11], [0.16, -0.12, 0.25], [-0.10, -0.10, -0.22], [0.07, 0.13, 0.09], [-0.10, 0.04, 0.15], [-0.10, -0.42, 0.01], [0.07, 0.21, 0.14], [-0.02, 0.01, 0.01], [-0.01, -0.06, 0.01], [-0.02, -0.02, -0.04], [0.03, 0.06, 0.03], [0.03, -0.06, -0.01], [0.02, 0.06, -0.03], [0.00, 0.02, 0.00], [0.00, -0.02, -0.02], [0.03, 0.00, 0.01], [-0.01, 0.00, -0.01], [-0.06, -0.01, 0.03], [0.03, -0.05, -0.02], [-0.02, -0.04, -0.03], [-0.01, -0.02, -0.02], [-0.05, 0.00, -0.09], [-0.01, 0.01, 0.01], [0.06, 0.03, -0.03]]
}

[3]
{
  "formula": "C25H31N2O4PtSe",
  "method": "the ωB97M-V functional and the def2-TZVPD basis",
  "total_charge": 1,
  "lumo_ha": [-0.0794, -0.2315],
  "homo_lumo_gap_ev": [8.4, 5.5],
  "multiplicity": 5,
  "e_above_lowest_kcal_mol": 16.6,
  "symbols": ["Pt", "C", "C", "C", "C", "C", "C", "C", "C", "C", "C", "H", "H", "H", "H", "H", "H", "H", "H", "H", "H", "H", "H", "H", "H", "H", "C", "C", "N", "C", "C", "N", "C", "O", "O", "C", "O", "O", "H", "H", "H", "H", "H", "C", "C", "C", "C", "C", "C", "Se", "C", "C", "C", "H", "H", "H", "H", "H", "H", "H", "H", "H", "H", "H"],
  "positions_angstrom": [[-0.201, 0.614, 1.098], [-0.952, 1.096, 3.151], [0.083, 0.081, 3.258], [1.333, 0.766, 3.311], [1.086, 2.167, 3.149], [-0.314, 2.374, 3.055], [-1.037, 3.662, 2.877], [2.148, 3.205, 3.072], [2.660, 0.134, 3.539], [-0.122, -1.339, 3.689], [-2.417, 0.902, 3.381], [-1.596, 3.913, 3.783], [-1.751, 3.589, 2.053], [-0.362, 4.485, 2.657], [2.633, 3.329, 4.046], [1.756, 4.172, 2.768], [2.927, 2.913, 2.364], [3.008, -0.403, 2.653], [2.612, -0.594, 4.352], [3.417, 0.875, 3.792], [-0.097, -1.406, 4.780], [0.662, -1.987, 3.298], [-1.078, -1.731, 3.348], [-2.662, 1.186, 4.409], [-2.721, -0.133, 3.236], [-3.011, 1.531, 2.717], [3.078, -1.119, -0.090], [2.458, 0.053, -0.761], [1.383, 0.710, -0.364], [1.148, 1.716, -1.277], [2.099, 1.670, -2.241], [2.915, 0.625, -1.891], [2.412, 2.417, -3.494], [1.578, 3.374, -3.848], [3.388, 2.092, -4.120], [-0.009, 2.612, -1.091], [-0.214, 3.514, -1.893], [-0.731, 2.367, -0.045], [2.350, -1.570, 0.583], [3.955, -0.822, 0.485], [3.388, -1.869, -0.818], [3.713, 0.358, -2.454], [0.814, 3.441, -3.207], [-2.161, -3.853, -5.301], [-2.025, -3.159, -3.976], [-2.813, -2.049, -3.667], [-2.724, -1.407, -2.448], [-3.581, -0.203, -2.164], [-1.777, -1.903, -1.513], [-1.688, -1.057, 0.128], [-0.949, -3.018, -1.802], [0.068, -3.575, -0.844], [-1.102, -3.618, -3.036], [-2.889, -3.360, -5.942], [-2.477, -4.888, -5.157], [-1.204, -3.877, -5.824], [-3.514, -1.677, -4.405], [-4.241, 0.000, -3.005], [-2.973, 0.687, -1.988], [-4.200, -0.347, -1.277], [0.378, -2.848, -0.095], [0.950, -3.904, -1.394], [-0.331, -4.443, -0.316], [-0.478, -4.471, -3.285]],
  "forces_ev_per_angstrom": [[-0.20, -0.22, -0.18], [-0.08, 0.02, 0.33], [-0.03, -0.06, 0.22], [0.04, -0.07, -0.04], [-0.02, 0.21, -0.02], [0.13, 0.02, -0.07], [-0.04, -0.02, 0.02], [0.00, -0.04, -0.01], [0.02, 0.01, 0.00], [0.03, 0.00, 0.01], [0.07, -0.02, -0.08], [0.01, 0.00, -0.01], [0.04, 0.00, 0.01], [0.01, -0.02, 0.01], [-0.01, 0.00, -0.02], [-0.02, -0.01, 0.01], [-0.01, -0.01, 0.01], [-0.02, -0.01, 0.01], [-0.01, 0.01, -0.01], [-0.02, 0.00, -0.01], [0.00, -0.01, -0.01], [0.00, 0.01, 0.00], [-0.02, 0.00, 0.01], [0.00, 0.01, 0.00], [0.01, -0.01, 0.01], [0.01, 0.02, 0.00], [-0.05, 0.01, -0.01], [0.05, 0.02, -0.05], [0.08, 0.04, -0.16], [-0.02, -0.21, 0.26], [0.28, -0.10, -0.09], [0.03, -0.08, -0.07], [-0.23, 0.14, -0.15], [0.08, -0.31, 0.10], [0.06, 0.02, 0.01], [-0.41, 0.17, 0.39], [-0.10, 0.00, -0.16], [0.19, 0.24, -0.39], [0.02, 0.02, 0.01], [0.01, 0.00, -0.01], [-0.01, 0.02, -0.01], [-0.01, 0.01, 0.03], [0.12, 0.22, 0.10], [0.02, 0.02, 0.06], [-0.05, -0.01, -0.12], [0.00, -0.02, -0.05], [0.05, -0.04, 0.09], [0.04, -0.03, 0.01], [0.10, -0.15, -0.24], [-0.04, 0.12, 0.39], [-0.06, 0.15, -0.08], [-0.04, 0.02, -0.02], [0.06, -0.02, -0.06], [0.00, 0.01, 0.02], [0.00, 0.00, 0.00], [0.00, 0.00, 0.02], [0.01, -0.02, 0.01], [0.02, -0.02, 0.00], [0.01, -0.02, -0.02], [0.00, -0.04, 0.01], [-0.03, 0.03, -0.01], [-0.01, -0.03, 0.01], [-0.02, 0.03, 0.01], [-0.03, 0.01, 0.01]]
}

no.,M (g mol⁻¹)
1,746.328
2,634.679
3,697.571